# 1
Molecular formula: C12H20Br4NO9
Method: DFT, the ωB97M-V functional and the def2-TZVPD basis

Geometry (Å):
H: -2.113 -1.521 0.980
C: -0.204 6.345 -1.728
H: 2.082 -4.593 -3.680
C: 1.587 -3.450 0.110
H: 1.347 -0.274 2.404
H: -1.936 2.743 -0.121
H: -2.675 4.265 0.483
H: -1.141 -4.126 -1.117
H: 1.286 2.223 3.052
Br: 2.790 3.050 1.197
H: -0.304 -1.804 2.715
H: 0.643 1.801 1.478
C: 2.114 0.438 2.122
O: -0.133 7.461 -2.125
O: 0.421 -4.122 0.292
H: 2.151 -5.630 -2.254
H: 0.431 -3.176 -2.656
O: -1.430 -1.031 -1.281
H: 2.521 0.140 1.165
H: -0.210 4.379 0.455
C: 0.085 4.063 -1.657
C: 1.557 1.840 2.074
C: -0.136 -4.515 -0.968
C: -0.764 4.528 -0.482
H: -2.674 3.977 -1.201
Br: 3.552 0.354 3.465
C: 0.845 -3.952 -2.023
H: 0.740 -5.645 -3.368
O: -1.002 5.919 -0.728
C: 1.486 -5.021 -2.871
O: -0.938 1.113 -1.519
H: -0.524 3.472 -2.341
O: 0.210 -0.156 -0.101
N: -0.706 -0.015 -0.951
C: -2.070 3.804 -0.302
O: 1.861 -3.314 -1.206
Br: -1.623 -3.894 2.829
C: -2.309 -1.287 2.022
Br: -2.130 0.649 2.244
O: 0.385 5.307 -2.340
H: -3.326 -1.509 2.324
H: 0.944 3.508 -1.300
H: -1.463 -1.671 4.001
H: -0.175 -5.609 -1.036
C: -1.351 -1.971 2.964
O: 2.301 -3.091 0.982

Atoms 1-6, force components in eV/Å:
0.00 0.09 -0.08
-0.71 -0.84 -0.54
0.07 0.13 0.17
-0.42 -0.48 -0.84
-0.01 -0.02 0.17
0.07 -0.09 -0.10

The calculation puts the energy relative to the best compared isomer or geometry (same formula, charge and spin) at 0.0 kcal per mole. The calculation puts the HOMO energy at -6.029 eV. Its net charge is -1.

Atom charges from the Mulliken analysis, given in e for atoms 1 to 6:
1 H 0.17
2 C 0.57
3 H 0.37
4 C 0.68
5 H -0.36
6 H 0.15

=====

# 2
Molecular formula: C5H9NO
Method: DFT, the ωB97M-V functional and the def2-TZVPD basis

Geometry (Å):
H: 0.852 1.758 0.260
N: -1.507 2.109 0.451
H: -2.052 2.252 -0.389
H: 1.243 -1.908 -0.876
C: -0.782 -1.202 -0.713
H: -1.077 -1.899 0.085
H: 0.958 -1.022 1.420
H: 0.462 1.307 1.888
C: 1.172 -0.338 0.595
H: 0.946 -0.307 -1.577
O: -1.476 0.036 -0.525
C: 0.428 0.941 0.857
C: -0.984 0.966 0.345
H: 2.241 -0.109 0.568
C: 0.716 -0.964 -0.725
H: -1.142 -1.620 -1.663

Atoms 1-6, force components in eV/Å:
0.23 -0.25 0.16
-0.21 0.19 -0.50
-1.35 0.07 0.23
-0.06 -0.02 -0.12
0.22 -0.11 0.11
0.11 0.10 -0.04

The calculation puts the energy relative to the best compared isomer or geometry (same formula, charge and spin) at 34.1 kcal per mole. The calculation puts the HOMO energy at -9.297 eV.

Atom charges from the Mulliken analysis, given in e for atoms 1 to 6:
1 H 0.22
2 N -0.71
3 H 0.25
4 H 0.33
5 C -0.37
6 H 0.28

=====

# 3
Molecular formula: C25H42ClIN3O9P
Method: DFT, the ωB97M-V functional and the def2-TZVPD basis

Geometry (Å):
C: -4.679 -7.229 -2.394
C: 2.942 3.565 4.237
C: -2.498 6.404 0.561
C: 1.490 -3.488 -3.818
C: -1.184 4.557 1.237
C: -1.791 -1.386 -2.667
H: 1.875 -2.693 -4.525
H: 2.173 1.348 1.401
H: 2.121 0.152 6.388
H: 2.829 4.653 4.271
H: 1.377 -4.422 -4.442
H: 2.563 -5.778 -3.241
C: 0.103 -3.061 -3.198
C: -4.285 -7.086 -0.884
C: -1.792 3.385 -1.584
C: -0.672 -4.089 -2.525
H: -0.345 2.605 1.288
O: -5.136 -6.199 -3.204
C: 4.622 1.472 6.934
H: 1.150 -0.927 -5.199
H: -4.588 -5.730 0.898
C: 1.620 1.640 4.918
C: -2.613 -2.452 -1.985
O: 3.697 1.819 2.732
H: 4.177 -4.908 -3.214
H: 3.808 1.554 0.688
H: 3.140 -2.919 -2.729
H: 4.306 2.420 7.385
C: 3.245 1.185 1.551
H: 4.171 3.788 2.486
C: -0.629 3.508 -2.558
Cl: -0.037 -5.758 -2.371
H: -1.006 3.812 -3.542
C: -3.926 -4.538 -0.865
O: 1.689 3.044 4.675
H: 1.875 1.075 4.021
H: -5.839 -5.599 -0.495
C: -0.584 3.353 0.526
P: 0.420 -0.307 -4.127
H: 3.737 3.319 4.941
C: -2.025 -3.799 -1.931
I: -6.434 -2.786 -0.110
H: -2.427 6.968 1.496
H: -3.377 5.751 0.581
H: 2.272 4.914 -1.940
C: -4.760 -5.716 -0.218
H: 0.565 1.437 5.123
H: -3.186 -7.268 -0.785
H: -4.794 -7.923 -0.323
N: -2.699 -4.862 -1.342
H: 1.787 4.262 -3.525
C: 1.629 4.193 -2.445
H: 3.417 0.114 1.657
O: -1.315 5.661 0.348
H: -2.609 7.102 -0.269
O: 3.812 1.144 5.824
N: -3.844 -2.050 -1.474
C: -4.452 -3.135 -0.944
H: -2.191 -0.336 -2.708
O: 1.314 0.510 -3.232
C: 3.314 3.188 2.811
O: 0.286 4.504 -2.125
H: 0.358 3.599 0.035
H: 4.584 0.675 7.682
H: 2.464 3.398 2.154
H: -5.557 -5.487 -2.687
H: -2.247 4.354 -1.376
H: 5.647 1.588 6.582
H: -0.133 2.534 -2.649
H: -0.517 4.868 2.049
H: -0.592 0.493 -4.766
O: -4.583 -8.319 -2.908
O: -1.474 2.699 -0.375
C: -0.489 -1.681 -3.270
C: 3.158 -4.972 -2.740
H: 2.217 1.838 6.971
N: 2.445 -3.664 -2.697
C: 2.422 1.172 6.124
H: -2.565 2.777 -2.064
H: -2.153 4.275 1.660
H: 1.895 3.191 -2.094
H: 3.315 -5.299 -1.671

Atoms 1-6, force components in eV/Å:
0.01 -1.37 -0.38
-0.07 0.19 -0.07
0.33 0.00 -0.04
-0.33 1.03 0.02
0.35 0.14 -0.34
1.48 -1.51 -0.39

The calculation puts the HOMO energy at -8.934 eV.

Atom charges from the Mulliken analysis, given in e for atoms 1 to 6:
1 C 0.52
2 C -0.38
3 C -0.82
4 C -0.83
5 C -0.62
6 C -0.46